[1]
C28H40BrIN3O2Si2TeV | ωB97M-V/def2-TZVPD

The geometry in XYZ format:
```
79
Properties=species:S:1:pos:R:3:forces:R:3
V -1.657 0.413 0.804 0.0 -0.3 -0.2
C -5.525 -0.202 -1.275 0.0 0.0 0.0
C -4.830 1.077 -1.639 0.0 -0.2 0.1
N -5.314 1.774 -2.656 0.0 0.1 -0.1
C -4.733 2.916 -3.019 -0.1 -0.1 0.0
C -3.632 3.455 -2.375 0.1 0.1 0.0
C -3.019 4.742 -2.882 0.0 0.0 0.0
O -3.959 5.607 -3.475 0.0 0.0 0.0
C -3.098 2.735 -1.301 0.1 0.0 0.1
C -2.047 3.253 -0.430 0.0 0.1 0.0
N -1.370 2.453 0.289 0.1 -0.2 0.0
C -0.668 2.726 1.494 0.0 -0.1 0.1
C -0.020 3.858 1.951 0.0 0.1 -0.1
C 0.473 3.801 3.250 0.0 0.0 0.0
C 0.301 2.665 4.044 0.0 0.0 0.0
C -0.341 1.534 3.554 0.1 0.0 0.0
C -0.806 1.562 2.246 -0.1 0.1 0.1
I -2.056 -1.536 2.408 0.0 0.0 0.1
C -3.698 1.518 -0.939 -0.1 0.0 -0.2
O -3.236 0.767 0.084 0.0 0.2 0.3
H -6.576 0.003 -1.073 0.0 0.0 0.0
H -5.079 -0.675 -0.403 0.0 0.0 0.0
H -5.488 -0.890 -2.120 0.0 0.0 0.0
H -5.169 3.436 -3.862 0.0 0.0 0.0
H -2.299 4.507 -3.669 0.0 0.0 0.0
H -2.460 5.251 -2.089 0.0 0.0 0.0
H -4.581 5.915 -2.807 0.0 0.0 0.0
H -1.934 4.328 -0.301 0.0 0.0 0.0
H 0.102 4.745 1.343 0.0 0.0 0.0
H 0.987 4.659 3.660 0.0 0.0 0.0
H 0.678 2.672 5.058 0.0 0.0 0.0
H -0.469 0.656 4.173 0.0 0.0 0.0
C -0.442 -6.613 1.239 0.0 0.0 0.0
C -0.789 -5.340 0.522 0.1 0.0 0.0
C -2.079 -5.058 0.087 0.0 0.0 0.0
C -2.356 -3.853 -0.536 -0.1 0.1 -0.1
C -1.294 -2.987 -0.691 0.1 -0.2 0.0
Br -1.626 -1.261 -1.488 0.1 0.0 -0.1
N -0.063 -3.215 -0.328 0.0 0.1 0.0
C 0.185 -4.377 0.275 0.0 -0.1 0.0
H -1.229 -7.357 1.125 0.0 0.0 0.0
H -0.309 -6.426 2.305 0.0 0.0 0.0
H 0.487 -7.036 0.859 0.0 0.0 0.0
H -2.873 -5.778 0.240 0.0 0.0 0.0
H -3.349 -3.593 -0.873 0.0 0.0 0.0
H 1.214 -4.548 0.572 0.0 0.0 0.0
C 3.653 1.468 -2.304 0.0 0.0 0.0
Si 2.581 0.026 -2.811 0.0 0.0 0.1
C 0.985 0.626 -3.579 0.0 0.0 0.0
C 3.498 -1.102 -3.976 0.0 0.0 0.0
C 2.155 -0.985 -1.265 -0.1 -0.1 0.1
Te 1.117 0.232 0.151 0.1 0.6 -0.2
C 2.610 0.647 1.618 -0.1 -0.2 0.0
Si 3.207 -0.770 2.732 0.0 0.1 0.0
C 1.780 -1.756 3.410 0.0 0.0 0.0
C 4.299 -1.882 1.704 0.0 -0.1 0.0
C 4.169 0.032 4.114 0.0 0.0 0.0
H 3.923 2.068 -3.174 0.0 0.0 0.0
H 4.582 1.124 -1.843 0.0 0.0 0.0
H 3.140 2.125 -1.597 0.0 0.0 0.0
H 1.197 1.298 -4.413 0.0 0.0 0.0
H 0.371 1.176 -2.861 0.0 0.0 0.0
H 0.396 -0.209 -3.967 0.0 0.0 0.0
H 3.755 -0.573 -4.896 0.0 0.0 0.0
H 2.891 -1.968 -4.248 0.0 0.0 0.0
H 4.427 -1.468 -3.533 0.0 0.0 0.0
H 3.038 -1.375 -0.758 0.0 0.1 0.0
H 1.493 -1.832 -1.449 0.1 0.0 -0.1
H 2.181 1.479 2.181 0.0 0.0 0.0
H 3.442 1.049 1.034 0.0 0.0 0.0
H 1.040 -1.991 2.643 0.0 0.0 0.0
H 1.272 -1.240 4.226 0.0 0.0 0.0
H 2.158 -2.702 3.809 0.0 0.0 0.0
H 3.747 -2.313 0.866 0.0 -0.1 0.1
H 4.670 -2.714 2.306 0.0 0.0 0.0
H 5.164 -1.349 1.304 0.0 0.0 0.0
H 3.536 0.729 4.668 0.0 0.0 0.0
H 5.029 0.588 3.737 0.0 0.0 0.0
H 4.539 -0.715 4.820 0.0 0.0 0.0
```
Positions in Å, forces in eV/Å.

As for the LUMO energy (alpha / beta): -4.38 / -3.87 eV. Its multiplicity is 2. The expectation value of S² is 0.7816. The calculation puts the max |F| at 0.6 eV/A. Its HOMO energy (alpha / beta) is -10.70 / -10.70 eV. Its total charge is +1. The total energy is -6068.26900 Eh.

***

[2]
C28H40CaIN2O2P4S2 | ωB97M-V/def2-TZVPD

The geometry in XYZ format:
```
80
Properties=species:S:1:pos:R:3:forces:R:3
Ca -0.504 0.341 0.532 1.9 -0.5 0.1
C 5.138 2.254 -2.069 0.1 0.1 0.0
P 3.599 2.107 -1.094 -0.2 -0.1 0.0
C 4.300 1.741 0.565 0.1 0.0 0.1
C 3.215 3.887 -0.858 0.1 0.1 0.0
C 2.118 4.169 0.161 -0.1 0.0 0.1
P 0.523 3.262 -0.030 -0.1 -0.1 -0.1
C -0.546 4.400 0.927 -0.1 0.0 -0.1
C 0.077 3.717 -1.747 -0.1 0.0 0.0
H 5.573 1.264 -2.218 0.0 0.0 0.0
H 5.877 2.892 -1.577 0.0 0.0 0.0
H 4.913 2.672 -3.050 0.0 0.0 0.0
H 4.956 2.544 0.914 0.0 0.0 0.0
H 4.878 0.818 0.521 0.0 0.0 0.0
H 3.509 1.599 1.305 0.0 0.0 0.0
H 2.936 4.293 -1.834 0.0 0.0 0.0
H 4.121 4.413 -0.540 0.0 0.0 -0.1
H 1.849 5.227 0.116 0.1 0.0 0.0
H 2.483 3.980 1.174 0.0 0.0 0.0
H -0.306 5.437 0.682 0.0 0.0 0.0
H -0.418 4.244 1.997 0.0 0.0 0.0
H -1.597 4.224 0.688 0.1 0.0 0.0
H 0.238 4.785 -1.910 0.0 0.0 0.0
H -0.973 3.485 -1.950 0.1 0.0 0.1
H 0.680 3.155 -2.461 0.0 0.0 0.0
C -2.351 -1.750 3.263 0.0 0.0 0.0
P -1.530 -2.237 1.689 -0.3 -0.1 0.0
C -2.952 -2.502 0.538 0.0 0.0 0.1
C -1.089 -4.003 2.014 -0.2 0.2 0.0
C -2.027 -4.753 2.732 0.0 -0.1 0.0
C -1.860 -6.110 2.936 0.0 0.0 0.0
C -0.747 -6.751 2.409 0.0 0.1 0.0
C 0.186 -6.015 1.701 0.1 0.0 0.1
C 0.044 -4.638 1.503 0.1 -0.1 -0.1
P 1.349 -3.685 0.633 0.0 0.2 0.2
C 2.857 -4.654 1.013 0.0 -0.1 0.0
C 1.067 -4.194 -1.108 0.0 -0.1 -0.1
H -3.381 -2.101 3.319 0.0 0.0 0.0
H -2.372 -0.666 3.359 0.0 0.0 0.0
H -1.781 -2.163 4.096 0.0 0.0 0.0
H -3.539 -3.357 0.873 0.0 0.0 0.0
H -2.568 -2.711 -0.461 0.0 0.0 0.0
H -3.594 -1.620 0.487 0.1 -0.1 0.1
H -2.912 -4.279 3.135 0.0 0.0 0.0
H -2.599 -6.663 3.500 0.0 0.0 0.0
H -0.607 -7.814 2.555 0.0 0.0 0.0
H 1.058 -6.522 1.307 0.0 0.0 0.0
H 2.839 -5.666 0.605 0.0 0.0 0.0
H 2.999 -4.709 2.093 0.0 0.0 0.0
H 3.716 -4.133 0.589 0.0 0.0 0.0
H 0.999 -5.280 -1.208 0.0 0.0 0.0
H 1.895 -3.837 -1.724 0.0 0.0 0.0
H 0.147 -3.750 -1.489 0.0 0.0 0.0
O -1.844 1.638 1.757 -0.8 0.2 0.1
S -3.046 1.369 0.928 -0.4 0.0 0.3
O -4.010 0.525 1.572 0.1 0.0 -0.1
N -2.443 0.800 -0.472 -1.0 0.3 -0.4
C -2.979 1.461 -1.557 0.2 0.1 0.7
S -2.661 1.099 -3.108 0.0 -0.1 -0.3
C -3.803 2.634 -1.108 0.0 -0.2 -0.2
C -4.502 3.535 -1.894 0.0 0.1 0.0
C -5.215 4.543 -1.259 0.0 0.0 0.1
C -5.244 4.646 0.133 0.0 0.0 0.0
C -4.561 3.739 0.930 0.0 0.0 -0.2
C -3.839 2.764 0.268 -0.1 0.2 0.2
H -4.480 3.440 -2.971 0.0 0.0 0.0
H -5.766 5.260 -1.852 0.0 0.0 0.0
H -5.816 5.436 0.601 0.0 0.0 0.0
H -4.592 3.797 2.009 0.0 0.0 0.0
I 5.177 -1.974 -0.980 0.2 0.0 0.0
C 3.301 -1.342 -1.571 -0.2 0.0 -0.1
C 2.942 -1.334 -2.909 0.1 0.0 -0.1
C 1.677 -0.893 -3.254 0.0 0.0 0.0
C 0.820 -0.479 -2.252 0.0 0.0 0.2
N 1.159 -0.495 -0.955 0.3 -0.2 -0.4
C 2.386 -0.915 -0.627 -0.2 0.0 0.0
H 3.638 -1.666 -3.668 0.0 0.0 0.0
H 1.352 -0.872 -4.284 0.0 0.0 0.0
H -0.179 -0.130 -2.503 0.0 0.0 0.1
H 2.643 -0.932 0.424 0.0 0.1 0.0
```
Positions in Å, forces in eV/Å.

As for the LUMO energy: -2.92 eV. The calculation puts the max |F| at 2.0 eV/A. Its HOMO energy is -10.59 eV. Its total charge is +1. The total energy is -4487.95606 Eh.

***

[3]
C28H40CaIN2O2P4S2 | ωB97M-V/def2-TZVPD

The geometry in XYZ format:
```
80
Properties=species:S:1:pos:R:3:forces:R:3
Ca 0.024 0.471 0.395 -0.2 0.0 -0.2
C 1.393 -4.054 -4.282 0.0 0.0 0.0
P 1.009 -3.058 -2.792 0.0 0.1 -0.1
C -0.820 -3.258 -2.737 0.0 0.0 0.0
C 1.484 -4.289 -1.517 0.1 -0.1 0.0
C 1.055 -3.938 -0.099 0.0 -0.1 0.2
P 1.528 -2.266 0.523 0.0 0.2 0.0
C 1.703 -2.648 2.305 0.0 0.0 0.0
C 3.276 -2.111 0.018 0.0 -0.1 -0.1
H 1.045 -3.526 -5.169 0.0 0.0 -0.1
H 0.917 -5.036 -4.246 0.0 0.0 0.0
H 2.472 -4.186 -4.371 0.0 0.0 0.0
H -1.116 -4.309 -2.731 0.0 0.0 0.0
H -1.257 -2.782 -3.616 0.0 0.0 0.0
H -1.233 -2.771 -1.850 0.0 0.0 0.0
H 2.574 -4.380 -1.562 0.0 0.0 0.0
H 1.074 -5.269 -1.783 0.0 0.0 0.0
H 1.497 -4.665 0.590 -0.1 0.0 0.0
H -0.029 -4.029 0.006 0.0 0.0 0.0
H 2.326 -3.532 2.448 0.0 0.0 0.0
H 0.724 -2.820 2.750 0.0 0.0 0.0
H 2.157 -1.805 2.821 0.0 0.0 0.0
H 3.847 -3.006 0.276 0.0 0.0 0.0
H 3.714 -1.254 0.525 0.1 0.1 0.0
H 3.343 -1.931 -1.056 0.0 0.0 0.0
C -2.444 1.857 3.428 -0.1 0.0 0.0
P -2.066 2.332 1.698 0.4 -0.1 0.3
C -1.488 4.050 1.912 -0.2 0.1 -0.2
C -3.744 2.436 0.997 0.0 0.0 0.0
C -4.734 3.139 1.682 0.0 0.0 0.1
C -6.046 3.136 1.243 0.0 0.1 0.1
C -6.382 2.420 0.105 0.0 -0.1 -0.1
C -5.404 1.730 -0.594 0.0 0.1 0.1
C -4.075 1.734 -0.166 -0.1 0.0 -0.1
P -2.757 0.986 -1.205 -0.1 0.0 0.0
C -3.694 -0.156 -2.291 0.1 0.0 0.0
C -2.526 2.417 -2.344 0.0 0.0 0.1
H -2.812 2.714 3.993 0.0 0.0 0.0
H -1.551 1.474 3.912 0.0 0.0 0.0
H -3.212 1.083 3.427 0.1 0.0 0.0
H -2.204 4.669 2.452 -0.1 0.0 0.0
H -1.279 4.512 0.946 0.0 0.0 0.0
H -0.566 4.006 2.484 0.2 0.0 0.1
H -4.476 3.680 2.585 0.0 0.0 0.0
H -6.805 3.683 1.786 0.0 0.0 0.0
H -7.405 2.404 -0.245 0.0 0.0 0.0
H -5.687 1.200 -1.488 -0.1 -0.1 -0.1
H -4.435 0.356 -2.901 0.0 0.0 0.0
H -4.184 -0.928 -1.697 0.0 0.0 0.0
H -2.995 -0.649 -2.964 0.0 -0.1 -0.1
H -3.505 2.783 -2.656 0.0 0.0 0.0
H -1.951 2.146 -3.227 0.1 -0.1 0.0
H -2.001 3.221 -1.824 0.0 0.0 0.0
O 0.306 0.148 2.806 -0.1 0.0 0.0
S 1.295 1.204 3.088 -0.2 -0.1 -0.4
O 0.809 2.300 3.872 0.0 0.0 0.0
N 1.855 1.605 1.608 0.0 0.1 0.1
C 3.205 1.465 1.541 0.0 -0.1 0.2
S 4.160 1.835 0.261 0.0 0.0 -0.1
C 3.767 0.855 2.791 0.1 0.0 -0.1
C 5.086 0.527 3.064 0.0 0.0 0.0
C 5.378 -0.062 4.286 0.0 0.0 0.0
C 4.381 -0.314 5.226 -0.1 0.0 0.0
C 3.058 0.022 4.965 0.1 0.0 0.0
C 2.794 0.590 3.734 0.0 0.0 0.1
H 5.853 0.735 2.331 0.0 0.0 0.0
H 6.402 -0.325 4.518 0.0 0.0 0.0
H 4.637 -0.769 6.173 0.0 0.0 0.0
H 2.276 -0.154 5.690 0.0 0.0 0.0
I -0.750 -0.417 -6.020 0.1 0.0 0.0
C 0.407 0.303 -4.446 -0.1 -0.1 0.0
C 1.646 0.889 -4.649 0.0 0.0 0.1
C 2.333 1.350 -3.538 0.0 0.1 0.0
C 1.748 1.237 -2.287 0.1 0.1 -0.1
N 0.556 0.669 -2.091 0.2 0.0 0.3
C -0.083 0.187 -3.157 -0.1 0.0 0.0
H 2.061 0.987 -5.643 0.0 0.0 0.0
H 3.303 1.818 -3.634 0.0 0.0 0.0
H 2.268 1.629 -1.418 0.0 0.0 0.0
H -1.034 -0.295 -2.967 0.1 0.0 -0.1
```
Positions in Å, forces in eV/Å.

As for the LUMO energy: -2.57 eV. The calculation puts the max |F| at 0.5 eV/A. Its HOMO energy is -10.79 eV. Its total charge is +1. The total energy is -4487.98242 Eh.

***

[4]
C28H40F5N6O7P2S | ωB97M-V/def2-TZVPD

The geometry in XYZ format:
```
89
Properties=species:S:1:pos:R:3:forces:R:3
C -3.292 1.821 1.053 -0.1 -0.9 0.0
C -3.548 0.479 1.773 0.6 0.2 0.2
O -3.417 0.643 3.183 -0.3 -0.1 -0.2
C -2.501 -0.605 1.327 -1.1 0.1 0.0
O -1.530 -0.779 2.410 1.3 0.1 -0.4
P -0.164 -1.487 1.985 -2.0 -0.4 2.4
C 0.586 -2.150 3.533 -0.4 -0.4 -0.7
C -0.576 -2.697 4.422 0.6 0.4 -0.3
C -0.902 -1.910 5.709 1.0 1.1 -1.1
N -0.375 -0.646 6.033 1.3 -0.6 -0.9
O -1.660 -2.413 6.445 -1.8 -1.6 1.8
P -0.273 -3.196 0.575 3.3 -1.3 -2.6
O -1.368 -2.954 -0.611 -0.5 -0.5 1.9
O -0.536 -4.588 1.410 -1.5 2.1 0.3
S 1.045 0.023 0.985 -0.3 1.5 -3.3
O 0.314 1.245 0.923 -0.4 0.5 2.1
O 1.261 -0.461 -0.345 0.7 -1.6 0.1
C 2.728 0.196 1.753 0.4 0.5 -0.5
F 2.618 0.529 3.023 -0.3 -0.1 0.8
F 3.290 -0.982 1.608 0.1 -0.9 0.4
C 3.628 1.260 0.998 -0.3 0.4 0.0
F 2.981 1.868 0.038 -1.0 0.4 -0.6
F 4.675 0.701 0.474 0.9 -1.0 -0.2
F 4.037 2.169 1.865 -0.1 0.1 0.9
H -3.558 2.616 1.753 0.1 0.1 -0.4
H -3.891 1.854 0.135 0.0 0.2 0.3
H -2.245 1.878 0.735 -0.2 0.3 0.3
H -4.561 0.099 1.587 0.3 0.1 -0.4
H -4.139 0.162 3.606 0.2 0.2 0.1
H -1.979 -0.332 0.400 -0.2 0.0 0.1
H -3.027 -1.565 1.205 0.3 0.1 0.0
H 1.259 -1.443 4.026 -0.2 0.0 -0.1
H 1.204 -3.004 3.210 0.0 0.3 -0.1
H -1.525 -2.808 3.880 0.2 0.2 0.1
H -0.299 -3.717 4.714 -0.1 0.3 0.3
H 0.270 -0.278 5.339 -0.2 0.1 0.1
H 0.157 -0.747 6.897 -0.5 0.4 0.2
H -2.234 -3.324 -0.351 -0.1 0.3 -0.6
H -1.356 -4.493 1.933 0.2 -0.8 0.1
N -7.274 -0.679 -0.269 0.1 0.0 0.0
C -8.122 0.334 0.096 0.0 0.0 0.1
C -8.322 1.129 -1.000 0.0 0.0 0.1
C -7.572 0.573 -2.071 0.1 0.0 0.0
C -6.938 -0.541 -1.591 0.1 0.0 0.0
H -6.950 -1.410 0.338 -0.1 0.0 0.0
H -8.506 0.401 1.101 0.0 0.0 0.0
H -8.940 2.011 -1.032 0.0 0.0 0.0
H -7.506 0.950 -3.078 0.0 0.0 0.0
H -6.280 -1.245 -2.073 0.0 0.0 0.0
N -0.341 2.652 -1.900 -0.1 0.0 -0.1
C -1.231 3.643 -1.575 0.0 0.0 0.1
C -1.422 4.418 -2.687 -0.1 0.0 0.1
C -0.621 3.875 -3.726 0.0 0.0 -0.1
C 0.031 2.786 -3.212 0.0 0.0 0.0
H -0.012 1.940 -1.275 0.0 0.1 0.0
H -1.647 3.710 -0.584 0.0 0.1 0.0
H -2.065 5.281 -2.750 0.0 0.0 0.0
H -0.534 4.241 -4.735 0.0 0.0 0.0
H 0.727 2.098 -3.663 0.0 0.0 0.0
N 4.434 4.610 0.539 0.0 0.0 -0.1
C 3.634 5.451 1.266 0.0 -0.1 0.1
C 3.742 6.705 0.726 -0.1 0.0 0.0
C 4.637 6.617 -0.373 0.0 0.0 -0.1
C 5.045 5.313 -0.464 0.0 0.0 0.0
H 4.551 3.629 0.717 0.1 0.6 -0.1
H 3.061 5.086 2.102 0.0 0.0 0.0
H 3.234 7.588 1.078 0.0 0.0 0.0
H 4.946 7.420 -1.021 0.0 0.0 0.0
H 5.716 4.827 -1.152 0.0 0.0 0.0
N 3.977 -4.679 -1.307 0.0 0.0 0.1
C 5.264 -4.887 -0.892 0.0 0.0 0.0
C 5.733 -3.714 -0.364 0.0 -0.1 0.0
C 4.684 -2.761 -0.459 -0.1 -0.1 0.0
C 3.613 -3.388 -1.043 -0.1 0.0 0.0
H 3.390 -5.369 -1.741 0.1 0.0 0.0
H 5.735 -5.849 -1.010 0.0 0.0 0.0
H 6.717 -3.556 0.044 0.0 0.0 0.0
H 4.714 -1.735 -0.140 0.1 0.0 -0.1
H 2.629 -3.026 -1.295 0.1 0.0 -0.1
N 1.066 -2.096 -3.893 0.0 0.0 0.1
C 0.708 -3.352 -4.309 0.0 0.0 0.1
C 1.160 -3.515 -5.591 0.0 -0.1 0.0
C 1.820 -2.314 -5.962 0.0 0.1 0.0
C 1.748 -1.460 -4.894 0.0 0.0 0.0
H 0.860 -1.703 -2.992 0.0 0.0 -0.1
H 0.163 -4.017 -3.658 0.0 0.0 0.0
H 1.033 -4.397 -6.196 0.0 0.0 0.0
H 2.295 -2.102 -6.906 0.0 0.0 0.0
H 2.120 -0.458 -4.761 0.0 0.0 0.0
```
Positions in Å, forces in eV/Å.

As for the LUMO energy: -5.46 eV. The calculation puts the max |F| at 4.4 eV/A. Its HOMO energy is -9.78 eV. Its total charge is +1. The total energy is -3526.01464 Eh.